No. 1
{
  "formula": "C8H10Cl20",
  "method": "ωB97M-V with the def2-TZVPD basis set",
  "species": ["Cl", "C", "Cl", "Cl", "H", "Cl", "C", "Cl", "Cl", "H", "Cl", "C", "Cl", "Cl", "H", "Cl", "C", "Cl", "Cl", "H", "Cl", "C", "Cl", "Cl", "H", "Cl", "C", "Cl", "Cl", "H", "Cl", "C", "C", "Cl", "H", "H", "H", "H"],
  "positions_angstrom": [[-7.88112, 18.27357, -4.11010], [-7.52119, 17.31990, -5.52795], [-5.89928, 17.64676, -6.12284], [-8.70730, 17.64591, -6.82670], [-7.61457, 16.27039, -5.28136], [-8.16998, 8.44059, -5.37406], [-7.66153, 7.04277, -6.33878], [-8.00809, 7.34262, -8.04577], [-8.39817, 5.54733, -5.76142], [-6.59169, 6.95929, -6.20394], [-5.70495, 13.07758, -1.78885], [-7.16307, 14.11449, -1.82554], [-6.67301, 15.79344, -1.61451], [-8.31815, 13.54009, -0.60928], [-7.61309, 14.02396, -2.80463], [-10.21714, 16.49599, -11.33672], [-9.53909, 15.54124, -9.99566], [-8.91952, 13.98233, -10.63462], [-10.80401, 15.23686, -8.82028], [-8.69613, 16.06766, -9.56856], [-11.47084, 16.89225, -5.24288], [-11.49898, 15.18751, -4.80050], [-9.89891, 14.58265, -4.40901], [-12.31995, 14.21337, -6.04957], [-12.11724, 15.12901, -3.91416], [-12.15083, 10.73074, -6.68859], [-11.71838, 9.47038, -7.86295], [-11.41239, 7.91113, -7.08572], [-10.43965, 10.07958, -8.92280], [-12.60261, 9.32321, -8.46817], [-7.54770, 11.93608, -4.69675], [-7.97128, 11.64384, -6.40882], [-8.53217, 12.84769, -7.13664], [-7.49757, 14.27779, -7.03025], [-8.73406, 10.87384, -6.43561], [-7.03017, 11.30760, -6.83360], [-9.53888, 13.07651, -6.78574], [-8.68591, 12.61709, -8.18875]],
  "smiles": "ClC(Cl)Cl.ClC(Cl)Cl.ClC(Cl)Cl.ClC(Cl)Cl.ClC(Cl)Cl.ClC(Cl)Cl.ClCCCl",
  "total_charge": 0
}

No. 2
{
  "formula": "C4H9N3S",
  "method": "ωB97M-V with the def2-TZVPD basis set",
  "species": ["H", "N", "C", "N", "N", "C", "C", "C", "S", "H", "H", "H", "H", "H", "H", "H", "H"],
  "positions_angstrom": [[-4.24958, -0.43511, 1.06204], [-4.24524, -0.51208, 0.03044], [-3.06021, -0.42488, -0.43548], [-1.88573, -0.25999, 0.26940], [-0.70762, -0.19207, -0.39621], [0.35710, -0.03397, 0.28736], [1.68952, 0.04531, -0.40219], [2.46986, 1.30066, -0.00760], [2.70854, -1.40220, 0.05636], [-2.86457, -0.50527, -1.51875], [-1.89102, -0.17214, 1.29511], [0.35472, 0.06342, 1.39226], [1.51011, 0.01334, -1.46635], [1.88463, 2.19768, -0.30502], [3.43160, 1.32575, -0.49773], [2.63173, 1.34598, 1.06261], [1.86615, -2.35445, -0.42628]],
  "smiles": "[H]/N=C\\N/N=C/[C@@H](C)S",
  "total_charge": 0
}

No. 3
{
  "formula": "CH9NO2",
  "method": "ωB97M-V with the def2-TZVPD basis set",
  "species": ["H", "O", "N", "H", "H", "H", "C", "H", "H", "H", "O", "H", "H"],
  "positions_angstrom": [[-0.13338, -0.47822, -1.07052], [-0.51797, 0.54084, -1.44022], [0.58825, -1.43503, -0.42733], [0.00557, 0.89631, -2.16687], [1.56284, -1.29459, -0.65154], [0.16203, -2.26978, -0.82311], [0.39220, -1.49855, 1.02238], [-0.65785, -1.53762, 1.29383], [0.81936, -2.37823, 1.50758], [0.88362, -0.65781, 1.50095], [-0.60284, 2.20476, 0.97047], [-0.60020, 1.51191, 0.29344], [0.22110, 2.71977, 0.98895]],
  "total_charge": 0
}

No. 4
{
  "formula": "C21H16N2O2S2",
  "method": "ωB97M-V with the def2-TZVPD basis set",
  "species": ["O", "S", "O", "N", "C", "C", "C", "C", "C", "C", "C", "C", "C", "C", "C", "C", "S", "C", "C", "C", "C", "C", "C", "C", "N", "C", "C", "H", "H", "H", "H", "H", "H", "H", "H", "H", "H", "H", "H", "H", "H", "H", "H"],
  "positions_angstrom": [[-0.21926, -2.56944, 2.36269], [0.22847, -3.86179, 1.83858], [0.25593, -4.87685, 2.92060], [-1.01990, -4.44616, 0.80419], [-1.86303, -3.59668, 0.11178], [-3.20911, -4.02128, 0.00378], [-4.13574, -3.32607, -0.71999], [-3.75074, -2.19840, -1.38322], [-2.44349, -1.66849, -1.32422], [-2.05569, -0.41249, -2.00002], [-2.73816, 0.15659, -3.11221], [-2.34844, 1.39587, -3.66896], [-1.30946, 2.11219, -3.07982], [-0.58234, 1.61765, -1.98709], [0.59801, 2.31248, -1.41339], [1.19379, 3.38063, -2.00500], [2.45681, 4.01779, -0.98887], [2.12323, 2.69528, 0.13680], [2.93647, 2.54508, 1.40549], [2.73794, 1.38856, 2.23772], [3.44089, 1.28876, 3.44646], [4.39280, 2.27752, 3.84167], [4.55651, 3.37565, 3.03146], [3.84090, 3.51680, 1.83747], [1.14172, 1.91277, -0.20677], [-1.00914, 0.37769, -1.45089], [-1.51404, -2.40371, -0.56011], [1.32730, -3.82096, 1.05463], [-1.48286, -5.16242, 1.28363], [-3.56093, -4.91663, 0.53840], [-5.14976, -3.70358, -0.75982], [-4.52732, -1.69048, -1.98752], [-3.60204, -0.34272, -3.57377], [-2.92324, 1.80117, -4.46830], [-1.09360, 3.09767, -3.49851], [0.88184, 3.80678, -2.93787], [1.99582, 0.64993, 1.98111], [3.27475, 0.42732, 4.06774], [4.87302, 2.25617, 4.81791], [5.19874, 4.19753, 3.31064], [3.98423, 4.42705, 1.25167], [-0.42371, 0.03110, -0.62479], [-0.47717, -2.04788, -0.53330]],
  "smiles": "O=[SH](=O)Nc1cccc(-c2cccc(-c3csc(-c4ccccc4)n3)c2)c1",
  "total_charge": 0
}

Relative energy (zero: lowest compared OMol25 entry of this formula, charge and spin), respectively: 0.0; 32.9; 9.1; 0.0 kcal/mol.
HOMO, respectively: -0.3989; -0.3230; -0.3576; -0.3009 Ha.